This record from the OMol25 dataset describes a 2-piece molecular cluster, C8H9FN3O6P2S2 overall at a distorted geometry. The level of theory is the ωB97M-V functional and the def2-TZVPD basis.

Values from the calculation:
E_LUMO = 0.07 eV
Charge = -1

Last columns: bonded neighbours and bond lengths (Å).
Positions of all 31 atoms, in Å:
1 N 4.473 -1.345 1.560  C2 1.477, H22 1.039, H23 1.039
2 C 3.346 -0.764 0.800  N1 1.477, C3 1.556, N21 1.423
3 C 3.636 0.123 -0.445  C2 1.556, N4 1.426, H24 1.155
4 N 2.681 0.791 -1.266  C3 1.426, C5 1.437
5 C 1.368 0.471 -0.776  N4 1.437, C6 1.586, C20 1.546
6 C 0.147 1.085 -1.581  C5 1.586, C7 1.557, H25 1.153
7 C -1.341 0.833 -1.197  C6 1.557, S8 1.858, C12 1.582
8 S -2.597 1.682 -2.270  C7 1.858, O9 1.522, O10 1.498, F11 1.681
9 O -1.879 2.872 -2.888  S8 1.522
10 O -3.779 2.215 -1.519  S8 1.498
11 F -2.993 0.649 -3.536  S8 1.681
12 C -1.696 -0.092 0.037  C7 1.582, P13 1.875, C17 1.558
13 P -3.504 -0.406 0.421  C12 1.875, O14 1.553, O15 1.723, O16 1.703
14 O -4.385 -0.588 -0.845  P13 1.553
15 O -4.088 0.954 1.303  P13 1.723, H26 0.994
16 O -3.798 -1.763 1.406  P13 1.703, H27 0.991
17 C -0.492 -0.670 0.838  C12 1.558, P18 1.916, C20 1.586
18 P -0.793 -1.756 2.388  C17 1.916, S19 1.946, H28 1.446, H29 1.438
19 S -0.710 -3.665 2.020  P18 1.946
20 C 1.023 -0.413 0.444  C5 1.546, C17 1.586, N21 1.437
21 N 2.027 -1.027 1.267  C2 1.423, C20 1.437
22 H 5.189 -0.606 1.705  N1 1.039
23 H 4.908 -2.067 0.953  N1 1.039
24 H 4.744 0.258 -0.739  C3 1.155
25 H 0.387 1.754 -2.489  C6 1.153
26 H -5.055 0.794 1.469  O15 0.994
27 H -3.224 -2.506 1.089  O16 0.991
28 H 0.308 -1.435 3.269  P18 1.446
29 H -1.983 -1.329 3.073  P18 1.438
30 O 4.247 3.384 -2.377  H31 0.951
31 H 3.833 2.570 -2.112  O30 0.951